Record 1
A molecular structure, C6H13O6PS at a distorted geometry. Source: the Open Molecules 2025 dataset; level of theory: the ωB97M-V functional and the def2-TZVPD basis.

ORCA input file:
```
! RIJCOSX wB97M-V def2-TZVPD def2/J DEFGRID3
* xyz -2 1
C 1.3888 -1.4426 -1.6318
C -1.8640 2.6177 -1.0526
C 1.6602 0.7190 0.6102
C 0.8413 -1.7046 -0.2474
C -1.9325 1.0609 -1.2049
C 0.7736 -0.5845 0.7391
O -0.5695 -0.7245 2.8437
O 1.8879 -0.4808 3.3123
O 1.1033 -2.7772 2.5487
O -1.9202 -1.0924 0.6605
O -1.3068 1.2256 1.4573
O -0.7843 0.4887 -0.7785
P 0.8692 -1.2709 2.5824
S -0.9041 -0.0673 0.9180
H 0.8214 -0.6014 -2.0752
H 2.4028 -1.1795 -1.7075
H 1.4288 -2.2315 -2.4000
H -1.8996 2.7823 0.0366
H -1.0201 2.8725 -1.5765
H -2.8204 2.9945 -1.4688
H 2.4484 0.4186 -0.1200
H 2.0414 0.8267 1.5844
H 1.0920 1.3448 0.0900
H 1.4551 -2.4817 0.2793
H -0.2260 -2.1161 -0.2445
H -2.1299 0.8582 -2.3067
H -2.8369 0.5454 -0.8481
*
```

## Properties
Energy relative to the best compared isomer or geometry (same formula, charge and spin): 201.33 kJ/mol
LUMO level: 5.82 eV
Orbital gap: 6.7 eV
E_HOMO: -0.9 eV
Electronic energy: -1427.4123 Eh

Which charges does natural (NBO) predict for the atoms? In e, they are: atom 1 (C): -0.620, atom 2 (C): -0.654, atom 3 (C): -0.638, atom 4 (C): -0.466, atom 5 (C): -0.035, atom 6 (C): -0.612, atom 7 (O): -1.118, atom 8 (O): -1.225, atom 9 (O): -1.211, atom 10 (O): -0.994, atom 11 (O): -0.989, atom 12 (O): -0.797, atom 13 (P): 2.379, atom 14 (S): 2.357, atom 15 (H): 0.219, atom 16 (H): 0.179, atom 17 (H): 0.178, atom 18 (H): 0.249, atom 19 (H): 0.191, atom 20 (H): 0.160, atom 21 (H): 0.172, atom 22 (H): 0.270, atom 23 (H): 0.217, atom 24 (H): 0.246, atom 25 (H): 0.258, atom 26 (H): 0.110, atom 27 (H): 0.174

Record 2
A molecular structure, C6H13OP at a distorted geometry. Source: the Open Molecules 2025 dataset; level of theory: the ωB97M-V functional and the def2-TZVPD basis.

ORCA input file:
```
! RIJCOSX wB97M-V def2-TZVPD def2/J DEFGRID3
* xyz 0 1
C 1.8539 0.3422 0.0842
C -2.1688 -1.1101 -1.1011
C -1.2196 -1.6396 -0.0178
C -0.3878 0.3288 -1.8127
C 2.6842 0.6062 1.2600
C -0.6260 1.2500 1.2975
O -1.3351 -0.5449 -2.1891
P 0.1509 0.2219 0.0212
H 2.2833 -0.3956 -0.6479
H -2.5474 -2.0052 -1.6429
H -2.7828 -0.3261 -0.7159
H -1.7301 -1.8400 0.9134
H -0.6873 -2.4595 -0.3004
H 0.5853 -0.0286 -2.3478
H -0.5943 1.3756 -2.1285
H 2.4870 -0.2259 2.0009
H 3.6009 0.3693 0.9165
H 2.7758 1.5449 1.7802
H -0.2473 2.2822 1.2517
H -1.6712 1.3070 1.1215
H -0.4234 0.9471 2.2570
*
```

## Properties
Energy relative to the best compared isomer or geometry (same formula, charge and spin): 336.12 kJ/mol
LUMO level: 0.83 eV
Orbital gap: 7.7 eV
E_HOMO: -6.8 eV
Electronic energy: -652.8506 Eh

Which charges does natural (NBO) predict for the atoms? In e, they are: atom 1 (C): -0.846, atom 2 (C): -0.107, atom 3 (C): -0.653, atom 4 (C): -0.327, atom 5 (C): -0.638, atom 6 (C): -0.956, atom 7 (O): -0.550, atom 8 (P): 1.312, atom 9 (H): 0.222, atom 10 (H): 0.210, atom 11 (H): 0.175, atom 12 (H): 0.205, atom 13 (H): 0.195, atom 14 (H): 0.213, atom 15 (H): 0.195, atom 16 (H): 0.183, atom 17 (H): 0.219, atom 18 (H): 0.209, atom 19 (H): 0.249, atom 20 (H): 0.239, atom 21 (H): 0.249

Record 3
2 unconnected molecules or ions with the total composition C6H13P at a distorted geometry. Source: the Open Molecules 2025 dataset; level of theory: the ωB97M-V functional and the def2-TZVPD basis.

ORCA input file:
```
! RIJCOSX wB97M-V def2-TZVPD def2/J DEFGRID3
* xyz 0 1
C 4.2272 1.2831 -1.4167
C -2.1063 -1.4149 1.8132
C -2.1292 -0.7313 -0.7091
C 0.1847 1.0460 1.2658
C -1.7654 -0.3643 0.7230
C -0.2035 -0.0957 0.7574
P 3.8311 0.3584 -0.0184
H 4.6048 2.2596 -1.1074
H 4.4240 0.9568 -2.4322
H -2.0235 -1.0434 2.9113
H -1.4955 -2.2578 1.6274
H -3.2279 -1.5492 1.7263
H -1.1913 -1.0553 -1.1414
H -2.6586 0.1350 -1.2604
H -2.7889 -1.5161 -0.7570
H 3.2127 -0.6278 -0.7804
H -0.3909 1.8402 1.6840
H 1.3011 1.1797 1.2289
H -2.2111 0.5725 1.0785
H 0.4255 -0.8301 0.3043
*
```

## Properties
Energy relative to the best compared isomer or geometry (same formula, charge and spin): 262.96 kJ/mol
LUMO level: -0.09 eV
SMILES: C=CC(C)C.C=P
Orbital gap: 9.4 eV
E_HOMO: -9.5 eV
Electronic energy: -577.6356 Eh

Which charges does natural (NBO) predict for the atoms? In e, they are: atom 1 (C): -0.749, atom 2 (C): -0.603, atom 3 (C): -0.607, atom 4 (C): -0.407, atom 5 (C): -0.248, atom 6 (C): -0.167, atom 7 (P): 0.401, atom 8 (H): 0.199, atom 9 (H): 0.216, atom 10 (H): 0.215, atom 11 (H): 0.203, atom 12 (H): 0.204, atom 13 (H): 0.206, atom 14 (H): 0.217, atom 15 (H): 0.204, atom 16 (H): -0.064, atom 17 (H): 0.201, atom 18 (H): 0.191, atom 19 (H): 0.195, atom 20 (H): 0.193

Record 4
A molecular structure, C6H14 at a distorted geometry. Source: the Open Molecules 2025 dataset; level of theory: the ωB97M-V functional and the def2-TZVPD basis.

ORCA input file:
```
! RIJCOSX wB97M-V def2-TZVPD def2/J DEFGRID3
* xyz 0 1
C 0.6781 2.0148 -1.3337
C 0.8893 1.4688 0.1292
C 0.6091 0.0171 0.2600
C -0.7531 -0.3112 0.5140
C -1.4895 -1.2721 -0.2672
C -1.1186 -2.1132 1.0097
H 0.8884 3.0848 -1.3849
H 1.4528 1.5344 -1.9445
H -0.2674 1.7482 -1.8068
H 0.0932 1.9846 0.6991
H 1.8612 1.8791 0.4234
H 4.8078 0.4797 -0.8998
H 1.3858 -0.4975 0.8269
H -1.3739 0.3426 1.1335
H -0.9232 -1.4763 -1.1677
H 5.1830 0.4406 -1.5539
H -2.5448 -1.1350 -0.4627
H -0.1310 -2.5336 0.8173
H -1.2421 -1.8700 2.0656
H -1.8134 -2.9935 0.9236
*
```

## Properties
Energy relative to the best compared isomer or geometry (same formula, charge and spin): 593.14 kJ/mol
LUMO level: 0.59 eV
Orbital gap: 7.2 eV
E_HOMO: -6.6 eV
Electronic energy: -236.7855 Eh

Which charges does natural (NBO) predict for the atoms? In e, they are: atom 1 (C): -0.597, atom 2 (C): -0.421, atom 3 (C): -0.457, atom 4 (C): 0.001, atom 5 (C): -0.447, atom 6 (C): -0.651, atom 7 (H): 0.200, atom 8 (H): 0.197, atom 9 (H): 0.198, atom 10 (H): 0.181, atom 11 (H): 0.199, atom 12 (H): 0.001, atom 13 (H): 0.226, atom 14 (H): 0.178, atom 15 (H): 0.239, atom 16 (H): -0.001, atom 17 (H): 0.224, atom 18 (H): 0.237, atom 19 (H): 0.255, atom 20 (H): 0.237

Record 5
2 unconnected molecules or ions with the total composition C6H14. Source: the Open Molecules 2025 dataset; level of theory: the ωB97M-V functional and the def2-TZVPD basis.

ORCA input file:
```
! RIJCOSX wB97M-V def2-TZVPD def2/J DEFGRID3
* xyz 0 1
C -2.1968 0.2089 -1.3995
C -0.9011 0.7761 -0.8742
C 0.1666 0.0762 -0.4755
C 0.2148 -1.4285 -0.4906
C 1.4300 0.7669 -0.0113
C 1.9584 0.3141 1.3551
H -2.5687 -0.6165 -0.7820
H -2.9755 0.9771 -1.4201
H -2.0897 -0.1714 -2.4234
H -0.8453 1.8645 -0.8334
H -1.5145 0.0280 1.9620
H -1.3131 -0.3514 2.5682
H 0.5056 -1.8162 0.4929
H -0.7458 -1.8748 -0.7593
H 0.9691 -1.7836 -1.2059
H 1.2560 1.8489 0.0059
H 2.2202 0.5936 -0.7564
H 2.2982 -0.7273 1.3460
H 2.8149 0.9321 1.6424
H 1.1959 0.4070 2.1356
*
```

## Properties
Energy relative to the best compared isomer or geometry (same formula, charge and spin): 149.77 kJ/mol
LUMO level: 1.18 eV
SMILES: C/C=C(\C)CC.[H][H]
Orbital gap: 10.0 eV
E_HOMO: -8.8 eV
Electronic energy: -236.9544 Eh

Which charges does natural (NBO) predict for the atoms? In e, they are: atom 1 (C): -0.654, atom 2 (C): -0.202, atom 3 (C): 0.026, atom 4 (C): -0.658, atom 5 (C): -0.423, atom 6 (C): -0.606, atom 7 (H): 0.212, atom 8 (H): 0.216, atom 9 (H): 0.217, atom 10 (H): 0.194, atom 11 (H): 0.007, atom 12 (H): -0.009, atom 13 (H): 0.217, atom 14 (H): 0.217, atom 15 (H): 0.217, atom 16 (H): 0.206, atom 17 (H): 0.201, atom 18 (H): 0.201, atom 19 (H): 0.211, atom 20 (H): 0.207

Record 6
A molecular structure, C6H14B6F24Li4O2 at a distorted geometry. Source: the Open Molecules 2025 dataset; level of theory: the ωB97M-V functional and the def2-TZVPD basis.

ORCA input file:
```
! RIJCOSX wB97M-V def2-TZVPD def2/J DEFGRID3
* xyz -2 1
Li -13.7142 1.0230 16.8875
Li -15.1721 -1.4525 19.8422
Li -11.1518 -3.4944 18.1196
Li -13.7172 -1.7835 14.3746
B -15.2474 -4.7255 19.0654
F -14.8226 -4.8566 20.3541
F -16.0321 -5.8291 18.6952
F -15.8893 -3.5120 19.0445
F -14.1251 -4.5396 18.3221
B -16.3111 -0.4243 13.7528
F -16.0341 0.3104 14.9194
F -17.4054 -1.2674 13.9794
F -16.6412 0.4514 12.7289
F -15.2407 -1.1669 13.4012
B -13.1924 -1.2811 17.2477
F -12.1476 -0.3855 17.2883
F -12.6907 -2.5698 16.9381
F -13.9304 -1.0651 18.3880
F -13.9971 -0.9115 16.2110
B -12.7024 1.4079 13.9196
F -13.1605 1.7414 15.1480
F -11.5118 2.0900 13.6180
F -12.5973 0.0534 13.9966
F -13.6654 1.7239 12.9601
B -16.3851 0.5272 18.9174
F -17.5134 1.2455 18.9041
F -15.5317 0.7094 19.9640
F -16.7474 -0.7455 18.7434
F -15.6891 0.9182 17.8356
B -12.2194 -2.7286 20.7594
F -12.1763 -3.2988 21.9456
F -11.1988 -1.9431 20.4421
F -12.0531 -3.7973 19.8547
F -13.4196 -2.0779 20.5902
C -13.1991 2.9947 20.5821
C -13.7035 4.1242 19.7126
C -13.2976 3.7443 18.3265
O -12.9508 2.3410 18.3983
C -12.4710 2.0260 19.6912
H -14.0916 2.5409 21.0129
H -12.5875 3.4454 21.3637
H -13.1960 5.0556 19.9636
H -14.7810 4.2699 19.7889
H -12.4547 4.3005 17.9163
H -14.1392 3.7635 17.6341
H -11.3886 2.1488 19.7288
H -12.7300 0.9793 19.8513
C -16.0884 -4.4538 13.7921
C -15.7718 -3.9996 15.1814
O -14.3965 -3.7856 15.2014
H -15.7533 -3.6704 13.1124
H -17.1745 -4.4339 13.7023
H -15.7143 -5.4700 13.6686
H -16.0158 -4.6647 16.0098
H -16.2677 -3.1057 15.5598
H -14.1639 -3.9928 16.1095
*
```

## Properties
LUMO level: 2.84 eV
Orbital gap: 8.4 eV
E_HOMO: -5.6 eV
Electronic energy: -2965.3686 Eh

Which charges does natural (NBO) predict for the atoms? In e, they are: atom 1 (Li): 0.912, atom 2 (Li): 0.937, atom 3 (Li): 0.976, atom 4 (Li): 0.938, atom 5 (B): 1.321, atom 6 (F): -0.571, atom 7 (F): -0.568, atom 8 (F): -0.581, atom 9 (F): -0.582, atom 10 (B): 1.332, atom 11 (F): -0.567, atom 12 (F): -0.579, atom 13 (F): -0.568, atom 14 (F): -0.596, atom 15 (B): 1.322, atom 16 (F): -0.557, atom 17 (F): -0.593, atom 18 (F): -0.555, atom 19 (F): -0.557, atom 20 (B): 1.338, atom 21 (F): -0.584, atom 22 (F): -0.571, atom 23 (F): -0.589, atom 24 (F): -0.560, atom 25 (B): 1.282, atom 26 (F): -0.547, atom 27 (F): -0.571, atom 28 (F): -0.550, atom 29 (F): -0.569, atom 30 (B): 1.321, atom 31 (F): -0.538, atom 32 (F): -0.560, atom 33 (F): -0.618, atom 34 (F): -0.576, atom 35 (C): -0.440, atom 36 (C): -0.431, atom 37 (C): -0.071, atom 38 (O): -0.567, atom 39 (C): -0.068, atom 40 (H): 0.236, atom 41 (H): 0.195, atom 42 (H): 0.190, atom 43 (H): 0.220, atom 44 (H): 0.168, atom 45 (H): 0.207, atom 46 (H): 0.155, atom 47 (H): 0.225, atom 48 (C): -0.637, atom 49 (C): -0.086, atom 50 (O): -0.792, atom 51 (H): 0.228, atom 52 (H): 0.214, atom 53 (H): 0.193, atom 54 (H): 0.179, atom 55 (H): 0.201, atom 56 (H): 0.509

Repeat the third record exactly.
2 unconnected molecules or ions with the total composition C6H13P at a distorted geometry. Source: the Open Molecules 2025 dataset; level of theory: the ωB97M-V functional and the def2-TZVPD basis.

ORCA input file:
```
! RIJCOSX wB97M-V def2-TZVPD def2/J DEFGRID3
* xyz 0 1
C 4.2272 1.2831 -1.4167
C -2.1063 -1.4149 1.8132
C -2.1292 -0.7313 -0.7091
C 0.1847 1.0460 1.2658
C -1.7654 -0.3643 0.7230
C -0.2035 -0.0957 0.7574
P 3.8311 0.3584 -0.0184
H 4.6048 2.2596 -1.1074
H 4.4240 0.9568 -2.4322
H -2.0235 -1.0434 2.9113
H -1.4955 -2.2578 1.6274
H -3.2279 -1.5492 1.7263
H -1.1913 -1.0553 -1.1414
H -2.6586 0.1350 -1.2604
H -2.7889 -1.5161 -0.7570
H 3.2127 -0.6278 -0.7804
H -0.3909 1.8402 1.6840
H 1.3011 1.1797 1.2289
H -2.2111 0.5725 1.0785
H 0.4255 -0.8301 0.3043
*
```

## Properties
Energy relative to the best compared isomer or geometry (same formula, charge and spin): 262.96 kJ/mol
LUMO level: -0.09 eV
SMILES: C=CC(C)C.C=P
Orbital gap: 9.4 eV
E_HOMO: -9.5 eV
Electronic energy: -577.6356 Eh

Which charges does natural (NBO) predict for the atoms? In e, they are: atom 1 (C): -0.749, atom 2 (C): -0.603, atom 3 (C): -0.607, atom 4 (C): -0.407, atom 5 (C): -0.248, atom 6 (C): -0.167, atom 7 (P): 0.401, atom 8 (H): 0.199, atom 9 (H): 0.216, atom 10 (H): 0.215, atom 11 (H): 0.203, atom 12 (H): 0.204, atom 13 (H): 0.206, atom 14 (H): 0.217, atom 15 (H): 0.204, atom 16 (H): -0.064, atom 17 (H): 0.201, atom 18 (H): 0.191, atom 19 (H): 0.195, atom 20 (H): 0.193